No. 1
Density functional theory data (wB97M-V/def2-TZVPD) for a 6-piece molecular cluster, C26H32N4O2 overall at a distorted geometry.

LUMO level ... 0.172 eV
Structure (SMILES) ... c1ccncc1.c1ccncc1.c1ccncc1.c1ccncc1.CC(C)=O.CC(C)=O
Strongest force on any atom ... 3.22 eV/A
Total energy ... -1379.3364 a.u.
Gap between HOMO and LUMO ... 0.3574 Eh
ΔE to the lowest compared entry with this formula, charge and spin ... 484.1 kJ/mol

ORCA input file:
```
! wB97M-V def2-TZVPD RIJCOSX def2/J DEFGRID3
* xyz 0 1
N 0.00453 19.92055 -12.17680
C 0.00411 20.03721 -13.51756
C -0.08541 18.96819 -14.47196
C -0.23546 17.64500 -13.90998
C -0.35302 17.55691 -12.49756
C -0.18471 18.71858 -11.69893
H 0.01886 21.08840 -13.76494
H -0.05042 19.29023 -15.50224
H -0.42758 16.75714 -14.49410
H -0.59995 16.62395 -12.01277
H -0.31716 18.69643 -10.62731
N -0.53267 5.89147 -14.92086
C -0.77976 7.09212 -14.32379
C 0.20998 7.94059 -13.72854
C 1.54670 7.54451 -13.91673
C 1.80477 6.36296 -14.60636
C 0.75729 5.57830 -15.08793
H -1.78723 7.46743 -14.22115
H 0.10225 8.90416 -13.25280
H 2.32496 8.16431 -13.49654
H 2.81772 6.13007 -14.89975
H 0.93416 4.66681 -15.63955
N 5.87139 19.07938 -11.45393
C 4.99575 19.86820 -12.14330
C 3.99864 19.38872 -12.92166
C 3.64267 18.04637 -12.73451
C 4.51565 17.19742 -12.09298
C 5.60532 17.73190 -11.45117
H 5.34160 20.89132 -12.13992
H 3.45629 19.96654 -13.65540
H 2.72599 17.71324 -13.19832
H 4.31977 16.15560 -11.88647
H 6.25880 17.15622 -10.81245
N 3.34503 10.80657 -11.29444
C 2.50967 9.89889 -10.70354
C 2.87906 8.61636 -10.39213
C 4.20082 8.20201 -10.64753
C 5.00203 9.03810 -11.43811
C 4.54070 10.32094 -11.70195
H 1.55027 10.29413 -10.40400
H 2.28858 7.93135 -9.80179
H 4.50681 7.20748 -10.35826
H 5.94283 8.63049 -11.77747
H 5.07004 10.94593 -12.40593
C 6.16452 12.24134 -15.04558
C 5.64331 13.52209 -15.63290
O 6.10314 13.82229 -16.72037
C 4.50040 14.28964 -14.93461
H 6.63677 12.31906 -14.06628
H 6.97034 11.93212 -15.71127
H 5.39976 11.47673 -14.90918
H 3.76035 14.39915 -15.72735
H 4.86319 15.28162 -14.66542
H 4.15729 13.83559 -14.00498
C -0.34694 12.11380 -12.81078
C 0.02383 13.59488 -13.05226
O -0.77492 14.22160 -13.73838
C 1.30167 14.13385 -12.37388
H 0.37426 11.36626 -13.14117
H -1.34099 11.81947 -13.14741
H -0.45858 11.79322 -11.77498
H 1.58405 15.14106 -12.68030
H 2.17623 13.48889 -12.45913
H 1.04077 14.13595 -11.31557
*
```


No. 2
Density functional theory data (wB97M-V/def2-TZVPD) for C19H37BrPrSi4 as an isolated structure at a distorted geometry.

LUMO level ... 1.993 eV
Strongest force on any atom ... 2.81 eV/A
Total energy ... -4995.2121 a.u.
Gap between HOMO and LUMO ... 0.1711 Eh

ORCA input file:
```
! wB97M-V def2-TZVPD RIJCOSX def2/J DEFGRID3
* xyz -1 3
C -3.25375 2.37495 -2.39437
C -3.66963 2.49951 -1.05507
C -2.64569 3.18794 -0.34048
H -4.62168 2.13767 -0.66378
C -1.55193 3.37217 -1.24462
C -1.94294 2.86085 -2.49708
H -1.39873 2.94491 -3.43748
H -3.86813 2.04489 -3.23376
H -2.60136 3.31032 0.76331
H -0.56792 3.80031 -1.03059
Pr -1.74534 0.98487 0.31713
Br -3.63722 -0.91608 0.70376
C -1.17068 -2.22137 -3.31217
C -0.75332 -1.09354 -4.10518
C -1.93112 -0.37786 -4.49109
H 0.27519 -0.73973 -4.21625
C -3.06222 -1.03650 -3.91940
C -2.59784 -2.17483 -3.19151
H -3.19284 -2.77774 -2.51075
H -0.50552 -2.90230 -2.78142
H -1.94570 0.58834 -4.98948
H -4.07399 -0.65622 -3.92070
C 0.07068 -3.73136 0.33106
Si 1.50684 -2.52235 0.26861
C 2.72079 -2.73026 1.69004
C 2.33463 -2.45759 -1.40979
Si 0.72054 -0.43213 0.77895
Si -0.09771 -0.09764 2.92358
C 1.39638 0.29566 3.95458
C -1.37015 1.28333 2.99108
C -0.85073 -1.72746 3.42505
Si 1.97585 1.45938 0.28114
C 3.62841 0.92976 1.02167
C 2.08882 1.69551 -1.56676
C 1.35347 3.01126 1.15324
H 0.51140 -4.73407 0.22992
H -0.63832 -3.56010 -0.49090
H -0.48440 -3.67671 1.27772
H 3.14319 -3.73234 1.52541
H 3.52100 -1.97648 1.65574
H 2.22536 -2.69131 2.67160
H 1.60890 -2.32573 -2.22442
H 3.08127 -1.65220 -1.46747
H 2.84182 -3.42644 -1.52789
H 1.85928 1.25424 3.69706
H 1.04715 0.34824 4.99082
H 2.17006 -0.48029 3.89707
H -2.36701 1.03273 2.53856
H -1.58805 1.43091 4.05087
H -1.01437 2.25621 2.61224
H -1.76567 -1.93225 2.85307
H -0.16670 -2.57729 3.30989
H -1.11133 -1.62593 4.48280
H 4.06537 0.08268 0.46911
H 4.27950 1.81122 0.91577
H 3.55189 0.66239 2.08663
H 1.13987 1.97332 -2.04284
H 2.80453 2.51818 -1.70362
H 2.47991 0.79397 -2.05857
H 0.36115 3.36146 0.82272
H 1.34443 2.88588 2.24460
H 2.08433 3.79305 0.89265
*
```


No. 3
Density functional theory data (wB97M-V/def2-TZVPD) for a 7-piece molecular cluster, C18H23FN6 overall at a distorted geometry.

LUMO level ... 0.281 eV
Structure (SMILES) ... Fc1ccccc1.CC#N.CC#N.CC#N.CC#N.CC#N.CC#N
Strongest force on any atom ... 4.19 eV/A
Total energy ... -1127.9780 a.u.
Gap between HOMO and LUMO ... 0.3520 Eh
ΔE to the lowest compared entry with this formula, charge and spin ... 120.1 kJ/mol

ORCA input file:
```
! wB97M-V def2-TZVPD RIJCOSX def2/J DEFGRID3
* xyz 0 1
F -23.97008 30.52853 -10.94197
C -22.78530 30.95383 -11.45724
C -22.42917 32.23156 -10.96712
C -21.10044 32.77652 -11.18564
C -20.30497 32.07613 -12.10904
C -20.61244 30.81891 -12.60396
C -21.81971 30.21532 -12.21996
H -23.10000 32.78802 -10.32935
H -20.84124 33.78293 -10.89177
H -19.38973 32.49798 -12.49735
H -19.95777 30.39279 -13.34976
H -22.07894 29.22255 -12.55705
C -13.46568 30.39385 -17.97875
C -14.76770 31.02424 -18.10897
N -15.74379 31.55383 -18.23242
H -13.46270 29.33064 -17.73861
H -12.82092 30.94005 -17.29024
H -12.97383 30.65230 -18.91651
C -13.98443 30.78981 -12.13393
C -14.16969 30.90121 -13.61619
N -14.33159 30.93336 -14.76121
H -14.75647 30.16656 -11.68267
H -13.77756 31.77253 -11.71019
H -13.05419 30.27572 -11.89212
C -17.58321 30.36208 -16.06150
C -18.53320 31.24941 -16.66645
N -19.25482 32.00395 -17.10600
H -17.93088 29.95102 -15.11373
H -16.59670 30.74343 -15.79790
H -17.33091 29.53254 -16.72203
C -16.16948 28.05405 -12.88075
C -14.88713 27.52965 -12.39433
N -13.90642 27.08351 -12.06227
H -16.78300 27.20021 -13.16824
H -16.07435 28.61811 -13.80860
H -16.70925 28.60497 -12.11054
C -21.96582 31.80490 -19.07275
C -21.12076 32.16328 -20.21368
N -20.34686 32.37831 -21.08290
H -22.95951 31.82480 -19.52029
H -21.89257 32.53397 -18.26579
H -21.79277 30.83272 -18.61121
C -22.04208 29.03593 -16.69608
C -21.05482 28.77880 -15.67338
N -20.28675 28.56574 -14.84621
H -22.85111 28.32003 -16.84126
H -21.48206 29.15756 -17.62327
H -22.41149 30.01719 -16.39814
*
```